1.
Entry from the Open Molecules 2025 dataset: a molecular structure, C37H35Li3N7O5 at a distorted geometry (ωB97M-V/def2-TZVPD).

Summary:
LUMO: -2.90 eV
HOMO energy: -11.03 eV
Charge: +1
Frontier orbital gap: 8.1 eV
Maximum force: 0.1470 hartree/bohr
E: -60216.232 eV

```
87
Properties=species:S:1:pos:R:3:mulliken_charge:R:1
Li 1.32 2.04 1.03 0.982
Li -0.29 -0.69 -1.79 0.764
Li 3.80 -0.58 -0.76 0.835
C 1.61 0.07 -0.36 1.521
O 0.48 0.52 -0.22 -0.767
O 1.81 -0.69 -1.28 -1.010
O 2.47 0.45 0.43 -1.128
C -0.47 -3.67 2.01 -0.290
C -1.32 -4.57 2.63 -0.908
C -2.35 -4.01 3.41 -0.478
C -2.34 -2.65 3.71 -1.034
C -1.37 -1.79 3.08 0.806
C -0.50 -2.32 2.19 -0.305
N -3.23 -2.01 4.74 1.002
O -3.11 -0.76 4.90 -0.544
O -4.00 -2.71 5.37 -0.586
H 0.28 -4.11 1.37 0.395
H -1.24 -5.62 2.41 0.413
H -3.13 -4.67 3.76 0.481
H -1.30 -0.72 3.24 0.774
H 0.26 -1.69 1.76 0.282
N 2.98 3.12 1.37 -0.050
C 3.99 3.16 0.49 -0.107
C 5.10 4.00 0.60 -0.558
C 5.15 5.04 1.44 -0.479
C 4.10 5.02 2.43 -0.528
C 3.12 4.03 2.39 -0.270
H 4.04 2.34 -0.22 0.296
H 6.03 3.71 0.14 0.325
H 6.02 5.68 1.49 0.438
H 4.15 5.67 3.29 0.395
H 2.41 3.94 3.20 0.321
N 0.24 3.71 -0.03 -0.095
C -0.93 3.35 -0.62 -0.075
C -1.54 4.17 -1.63 -0.719
C -0.74 5.28 -2.15 -0.313
C 0.52 5.55 -1.60 -0.840
C 1.00 4.73 -0.57 -0.050
H -1.48 2.50 -0.24 0.461
H -2.55 4.06 -1.98 0.469
H -1.15 5.77 -3.02 0.398
H 1.21 6.26 -2.03 0.399
H 1.92 4.94 -0.05 0.334
N -2.32 -0.20 -1.31 0.275
C -2.55 -0.26 0.03 -0.415
C -3.79 0.05 0.64 -0.363
C -4.84 0.54 -0.14 -0.616
C -4.61 0.63 -1.53 -0.513
C -3.40 0.26 -2.07 -0.611
H -1.71 -0.67 0.57 0.271
H -3.88 -0.06 1.71 0.529
H -5.81 0.79 0.26 0.449
H -5.39 0.95 -2.20 0.429
H -3.26 0.35 -3.13 0.490
N -0.69 -2.62 -2.23 0.394
C -1.82 -3.10 -2.76 -0.400
C -2.20 -4.45 -2.76 -0.699
C -1.22 -5.35 -2.46 -0.350
C 0.03 -4.96 -2.07 -0.719
C 0.26 -3.60 -1.91 -0.455
H -2.58 -2.38 -3.05 0.329
H -3.19 -4.75 -3.03 0.451
H -1.55 -6.37 -2.45 0.455
H 0.77 -5.71 -1.86 0.458
H 1.19 -3.34 -1.43 0.611
N 1.49 -3.26 -6.61 -0.572
C 1.95 -1.94 -6.72 -0.338
C 2.49 -1.25 -5.63 -0.500
C 2.64 -1.98 -4.41 0.038
C 2.18 -3.28 -4.30 -0.107
C 1.72 -3.88 -5.44 -0.416
H 1.99 -1.55 -7.73 0.416
H 2.86 -0.25 -5.75 0.381
H 3.11 -1.50 -3.56 0.178
H 2.34 -3.84 -3.39 0.527
H 1.24 -4.84 -5.32 0.387
N 0.26 1.99 2.88 0.227
C 0.90 0.94 3.47 -0.324
C 0.60 0.50 4.77 -0.628
C -0.60 1.04 5.33 -0.335
C -1.23 2.14 4.80 -0.594
C -0.81 2.54 3.52 -0.380
H 1.72 0.51 2.91 0.466
H 1.17 -0.26 5.27 0.448
H -0.86 0.71 6.33 0.353
H -2.15 2.52 5.24 0.438
H -1.43 3.37 3.19 0.385
```

=====

2.
Entry from the Open Molecules 2025 dataset: a molecular structure, C15H11Cl2CoIrNO3S at a distorted geometry (ωB97M-V/def2-TZVPD).

Summary:
LUMO (alpha / beta): -13.37 / -17.18 eV
HOMO energy (alpha / beta): -18.95 / -21.56 eV
Charge: +4
Frontier orbital gap (alpha / beta): 5.6 / 4.4 eV
Maximum force: 0.2134 hartree/bohr
Multiplicity: 9
E: -99659.266 eV

```
35
Properties=species:S:1:pos:R:3:nbo_charge:R:1
Co 2.64 3.88 -0.54 1.204
Ir 0.46 1.26 -0.84 0.898
Cl 2.71 1.72 -1.35 -0.443
Cl 0.69 3.26 0.43 -0.425
C 0.93 0.24 0.58 0.382
C 4.07 4.60 -1.38 0.401
C 2.68 5.35 0.46 0.397
O 1.23 -0.38 1.53 -0.349
O 4.87 5.23 -1.92 -0.224
O 2.75 6.20 1.25 -0.221
N -0.17 -0.04 -2.06 -1.013
S -1.70 -0.87 -2.09 1.079
C -1.53 -2.46 -2.90 -0.304
C -0.34 -3.16 -3.06 -0.048
C -0.34 -4.39 -3.74 0.058
C -1.53 -4.92 -4.22 -0.142
C -2.75 -4.25 -4.01 -0.106
C -2.74 -3.02 -3.36 0.053
C -2.29 -1.48 -0.47 -0.306
C -1.93 -2.74 0.04 0.028
C -2.71 -3.30 1.04 -0.065
C -3.76 -2.58 1.60 -0.171
C -4.04 -1.28 1.18 0.057
C -3.29 -0.72 0.15 -0.017
H 0.38 -0.29 -2.88 0.429
H 0.58 -2.77 -2.66 0.256
H 0.59 -4.93 -3.89 0.290
H -1.54 -5.84 -4.80 0.304
H -3.70 -4.66 -4.37 0.306
H -3.66 -2.47 -3.16 0.264
H -1.07 -3.25 -0.38 0.255
H -2.52 -4.32 1.39 0.295
H -4.41 -3.05 2.33 0.304
H -4.87 -0.71 1.62 0.296
H -3.47 0.31 -0.21 0.280
```